# 1
DFT (ωB97M-V/def2-TZVPD) results for the molecule C6H2Br2F2N2S at a distorted geometry.

```
15
Properties=species:S:1:pos:R:3
Br 0.3224 -2.4644 0.6357
Br -0.7383 3.1496 1.3692
S 1.8463 2.2322 -1.4491
F -2.1901 -1.0888 0.8821
F -2.7665 1.0069 -1.3204
N -1.4559 -0.3590 -0.0251
N 2.6088 0.8280 -1.8227
C -2.0139 1.0124 -0.1276
C 0.7408 0.0703 -0.7819
C 2.0472 -0.2388 -1.3844
C -0.1667 -0.7991 -0.0851
C -0.9393 1.9894 -0.1719
C 0.5956 1.4477 -0.6214
H 2.3885 -1.1696 -1.7888
H -2.5814 1.1043 0.7875
```

Output
HOMO energy (alpha / beta) = -7.823 / -7.822 eV
Relative energy (zero: lowest compared OMol25 entry of this formula, charge and spin) = 4.4684 eV
Electronic energy = -165584.0123 eV
Charge = 0
Multiplicity = 1
Orbital gap (alpha / beta) = 6.6 / 6.6 eV
SMILES = F[C@@H]1C(Br)=c2sncc2=C(Br)N1F



# 2
DFT (ωB97M-V/def2-TZVPD) results for the molecule C5H6N4 at a distorted geometry.

```
15
Properties=species:S:1:pos:R:3
N -1.2128 -0.8951 0.7958
N 1.1054 -0.1115 -1.5286
N 0.8490 -1.7829 -0.0175
N -1.6568 -0.9882 2.2744
C 0.2259 -0.6132 0.5621
C 0.0454 1.8118 -0.2519
C -1.9057 -0.0264 1.5760
C 0.4307 0.5528 -0.4644
C 1.2825 -1.4614 -1.1761
H 1.7791 -1.9587 -1.9754
H 0.3605 2.5984 -0.9624
H 0.7359 -0.2691 1.4208
H -2.4031 0.9514 1.5770
H -0.5095 1.9843 0.5953
H 0.8734 0.2078 -2.4252
```

Output
HOMO energy = -8.731 eV
Relative energy (zero: lowest compared OMol25 entry of this formula, charge and spin) = 3.6582 eV
Electronic energy = -11238.0090 eV
Charge = 0
Multiplicity = 1
Orbital gap = 9.6 eV
SMILES = C=C1NC=N[C@@H]1N1C=N1



# 3
DFT (ωB97M-V/def2-TZVPD) results for a structure of composition C14H30F3N2O10Zr2 at a distorted geometry.

```
61
Properties=species:S:1:pos:R:3
Zr -1.1560 7.2250 24.8190
Zr 2.1890 3.8010 28.7131
F 1.7676 5.3534 32.6798
F -0.1173 4.7333 33.6368
F 1.5745 3.4243 33.5868
O 1.5686 3.4017 30.7356
O 4.5077 9.0241 30.7362
O -0.3517 4.5606 30.8380
O -0.4489 3.9248 22.5305
O -3.8747 10.5533 26.3479
O 0.9038 7.8011 28.2863
O -0.7682 4.9446 24.5940
O -0.9031 6.1165 22.8726
O 1.1002 5.5650 28.1305
O -0.0817 6.7078 26.6232
N 2.1257 7.5141 30.7409
N -1.8015 9.0761 26.0119
C -2.3982 9.0608 27.3917
C -0.6834 4.9186 23.2991
C -1.7441 4.1866 30.7530
C 0.6803 6.6999 27.6705
C -2.3181 4.9015 29.5380
C -3.8760 9.3924 27.1347
C 2.5388 8.8226 32.7785
C 3.2782 9.6709 30.4914
C 0.4817 3.6877 31.5791
C -5.1078 10.8465 25.6755
C 0.8905 4.3598 32.9102
C 5.6092 9.6265 30.0504
C -1.6861 10.0699 28.2774
C 2.2072 8.9154 31.2714
H 6.1570 10.3272 30.6882
H -5.3882 10.1068 24.9249
H -2.0880 10.0520 29.2958
H -0.2729 3.1565 23.1209
H 3.1085 7.2310 30.7758
H 1.6688 6.8882 31.3979
H -0.0701 2.7574 31.7402
H 1.2620 9.4515 31.1743
H 3.0491 9.7631 33.0174
H -4.4032 8.5886 26.5906
H -1.8969 11.1109 28.0176
H 3.2668 10.7316 30.7666
H -2.2486 4.5264 31.6600
H -0.6266 9.8648 28.4005
H 5.2517 10.0746 29.1208
H -2.3948 8.1011 27.9157
H 1.3832 7.5620 29.1793
H 3.0398 9.6949 29.4182
H -1.9560 3.1165 30.6975
H -5.9187 11.1230 26.3529
H -1.9310 4.3953 28.6415
H -2.4064 9.8065 25.5390
H 6.3018 8.8522 29.7072
H -4.4511 9.5189 28.0573
H -4.8994 11.7998 25.1841
H -3.3988 4.7926 29.4642
H 1.6529 8.7376 33.4055
H -1.9957 5.9437 29.5057
H 3.2270 8.0367 33.0896
H -0.9787 9.7037 26.1013
```

Output
HOMO energy = -21.860 eV
Electronic energy = -49107.9505 eV
Charge = +5
Multiplicity = 1
Orbital gap = 2.4 eV



# 4
DFT (ωB97M-V/def2-TZVPD) results for a cluster of 7 separate species, C54H59NO28S in total at a distorted geometry.

```
143
Properties=species:S:1:pos:R:3
S -2.1811 5.8726 -2.1660
O -5.8974 6.3728 -0.7409
O 9.3974 -1.2833 1.2783
O 5.0094 -0.3953 -0.1266
O -7.5751 7.4304 1.0013
O -3.4045 3.9199 4.7700
O -3.8561 -1.9291 1.7339
O 3.8443 4.0476 7.0164
O -3.6229 5.3481 6.9927
O -4.0643 -0.5295 3.9800
O 2.5374 -0.7073 9.4183
O 2.0011 1.2823 -2.5768
O 5.3068 1.7170 -3.9600
O -1.6209 1.1025 -2.7784
O 5.0593 -0.0547 8.9469
O 0.6361 -11.2575 -6.4513
O 0.9592 -9.7365 -8.5874
O -1.2129 0.4147 6.9608
O -2.2929 -8.1823 -4.4563
O -2.0345 -6.7025 -6.6260
O -4.4393 6.4760 4.3461
O -1.6839 -5.4682 3.9247
O -1.9630 -4.0981 6.1708
O 1.3263 3.4214 7.5643
O -1.4946 1.8163 9.2293
O 0.3313 2.7683 -2.1198
O 9.2674 0.9397 2.7014
O 4.9084 1.8639 1.2309
O -2.6905 5.4616 2.5393
N 0.4458 5.0668 -1.6883
C 7.2135 -0.9496 0.5014
C -0.1316 -0.3369 -1.6199
C -2.9383 3.4043 5.7678
C 6.0234 1.1465 1.2995
C 0.7228 1.6927 -2.9498
C 0.1466 -9.3034 -7.6325
C 6.0190 -0.1239 0.4959
C -3.4863 -1.7244 4.0294
C -5.5069 6.3848 0.4127
C 3.6041 2.8857 7.6112
C 0.9677 3.9359 -2.5120
C 7.0835 1.5171 2.0293
C 0.0155 -10.2118 -6.4410
C 4.5747 2.0268 7.9509
C 1.8176 1.3275 8.5100
C -1.8159 1.6008 6.9159
C 8.2716 0.6800 2.0539
C -3.8664 5.9149 2.1285
C -0.5124 -1.7780 -1.9699
C -0.3191 0.5687 -2.8268
C -6.4194 6.9642 1.4563
C -2.4391 -3.4241 -5.7646
C -1.4993 -8.6279 -5.4222
C 2.7839 0.4643 8.8471
C -0.7071 5.4161 -1.9667
C -2.6104 -4.2737 -3.3677
C -1.4810 -1.7898 -7.4756
C -0.5163 -8.1420 -7.7125
C -2.3980 -3.5553 5.1731
C 4.3462 1.5608 -2.9350
C -3.0195 -2.2428 5.1712
C 4.8587 3.9973 -4.7391
C -2.0935 1.5903 -4.0275
C 2.9925 1.3549 -3.5962
C 2.1563 2.5900 7.8845
C -3.3923 -2.4607 2.7245
C 8.2753 -0.5779 1.2291
C -3.0412 4.1584 7.0637
C -4.2167 5.8788 0.8340
C -1.9932 -1.9553 -2.3513
C -1.3882 -7.7330 -6.6251
C -4.7942 6.4750 3.1813
C -0.8391 -9.7908 -5.3435
C -2.1667 -1.9416 -6.1147
C -1.6526 -3.9612 -4.5457
C 5.8147 3.0273 -4.0666
C -2.4641 -3.3931 -2.1009
C -6.0789 7.0012 2.7511
C 4.2354 0.7689 8.5982
C -1.9358 2.3390 8.2203
C -2.2894 2.1078 5.7729
C -2.2807 -4.2844 3.8621
C -2.5683 3.6470 8.2108
C -2.7503 -3.7660 2.7187
H -2.5366 -1.2432 -1.7378
H -0.7021 0.0065 -0.7616
H -1.3996 1.3891 -4.8445
H 7.2044 -1.8518 -0.0933
H 0.6993 2.0660 -3.9799
H 2.0425 3.8956 -2.3390
H -2.6440 -7.3252 -4.7668
H 0.9059 -0.3566 -1.2993
H -2.6730 -4.2831 1.7730
H 5.6194 2.2285 7.7617
H -1.4466 -5.6002 4.8622
H 0.1213 -2.1374 -2.7827
H 0.7713 1.1293 8.6815
H -0.4812 -2.2156 -7.4514
H 7.0972 2.4269 2.6124
H -1.2346 -4.9180 -4.8470
H 4.3039 1.3711 0.6429
H -0.4313 -7.4827 -8.5646
H -3.6514 -4.2703 -3.6690
H -3.1304 -1.4498 -6.2251
H 5.3664 4.9039 -5.0555
H -2.4070 -5.2966 -3.0473
H -2.6345 4.1769 9.1500
H 6.1198 3.4348 -3.1007
H -0.2828 -2.3950 -1.1039
H -3.0876 -1.7141 6.1115
H 2.9739 4.4694 6.8864
H -3.0386 1.1065 -4.2559
H 1.3031 -10.5962 -8.2783
H 3.0258 0.3957 -4.1088
H -2.1407 -4.0092 -6.6314
H 4.0413 4.2994 -4.0855
H 4.5561 0.6718 -2.3444
H -0.8115 -3.3387 -4.2646
H -2.1547 -1.6631 -3.3842
H -7.5634 7.2776 0.0370
H 0.8112 4.1564 -3.5727
H -3.8800 5.4970 6.0573
H -1.3565 -0.7251 -7.6763
H -2.2086 1.5823 4.8317
H -3.5088 -3.5725 -5.6771
H -0.9130 -10.4429 -4.4850
H 6.7102 2.9664 -4.6786
H -1.5553 -1.4253 -5.3807
H 9.9964 -0.7952 1.8749
H 3.4071 -1.1285 9.5563
H -4.3172 -0.3853 3.0481
H -2.2027 2.6708 -3.9593
H 4.3227 2.4083 -2.2476
H -0.1959 -0.0547 -3.7194
H -3.4543 -3.3232 -1.6570
H -0.9680 0.2644 7.8918
H -3.5590 5.4764 0.0745
H -2.0895 -2.1875 -8.2805
H -2.6682 5.5743 3.5062
H -1.8443 -3.8852 -1.3576
H 4.4330 3.5488 -5.6335
H 2.8300 2.1807 -4.2852
H -6.7293 7.4153 3.5084
```

Output
HOMO energy = -9.477 eV
Electronic energy = -126604.8300 eV
Charge = 0
Multiplicity = 1
Orbital gap = 7.9 eV
SMILES = CCCCCCCCC[C@@H](OC)[C@H](OCCOCC)OCN=C=S.O=C1C=C(O)C(=O)C=C1O.O=C1C=C(O)C(=O)C=C1O.O=C1C=C(O)C(=O)C=C1O.O=C1C=C(O)C(=O)C=C1O.O=C1C=C(O)C(=O)C=C1O.O=C1C=C(O)C(=O)C=C1O



# 5
DFT (ωB97M-V/def2-TZVPD) results for a structure of composition C13H37Cr2F2N3O4 at a distorted geometry.

```
61
Properties=species:S:1:pos:R:3
Cr 0.5598 -0.4235 -2.9481
Cr 2.4663 -1.9101 -0.6833
F 2.0715 -2.0194 -2.7819
F 0.8148 -0.5077 -0.8633
O -1.6874 -0.3946 0.9252
O -3.6017 -1.8829 -2.0643
O 2.7945 -1.1026 1.3184
O -1.7016 4.8323 1.0723
N 4.0059 -0.4134 -1.1291
N -0.9618 -2.0776 -2.5740
N -0.6351 1.7788 2.9133
C 1.9311 -1.1381 2.4714
C -3.1597 -3.1068 -2.5565
C 3.6528 0.0543 1.3107
C -1.9430 -2.7985 -3.4531
C -0.4081 3.0292 2.1431
C -4.7482 -1.9372 -1.2267
C 0.4812 2.7244 0.9490
C 5.3326 1.3702 -0.0331
C -2.1045 -1.6331 1.4595
C -1.7605 3.5860 1.7240
C -1.4414 5.9331 1.9305
C -1.2532 -4.0425 -3.9788
C 4.6303 0.0168 0.1565
H 5.4344 -0.6826 0.3985
H -1.5826 -1.7110 -1.8346
H -3.8593 -3.6730 -3.1824
H -1.4416 -1.9762 2.2592
H 4.7818 -0.5369 -1.7795
H 5.9665 1.4013 -0.9154
H -2.1851 2.9178 0.9652
H -1.4086 6.8228 1.3094
H -4.8733 -0.9572 -0.7722
H -0.9279 -4.7578 -3.2204
H 1.6662 -2.1699 2.7066
H -0.4290 -2.7590 -2.0344
H -2.8657 -3.8111 -1.7633
H 5.9073 1.5100 0.8838
H -3.1082 -1.5218 1.8679
H -0.8899 -0.5019 0.3993
H -0.4526 5.8382 2.3943
H 0.0892 3.7085 2.8377
H 0.1161 1.8282 0.4331
H -2.4529 3.5912 2.5757
H 4.6032 2.1810 -0.0995
H 1.0572 -0.4994 2.3589
H -1.9048 -4.6582 -4.6037
H 0.3601 3.5238 0.2130
H 2.9431 0.8763 1.1565
H 1.5315 2.6207 1.2181
H -1.4710 1.9234 3.4692
H -5.6634 -2.1634 -1.7754
H 4.2230 0.1852 2.2289
H 2.5294 -0.8837 3.3479
H -2.2994 -2.1389 -4.2428
H -4.6174 -2.6721 -0.4284
H 3.5291 0.3733 -1.5714
H -2.2206 -2.4324 0.7154
H -2.1646 5.9962 2.7468
H -0.8291 1.0129 2.2781
H -0.4254 -3.7415 -4.6220
```

Output
HOMO energy (alpha / beta) = -13.010 / -13.010 eV
Electronic energy = -89004.0188 eV
Charge = +2
Multiplicity = 9
Orbital gap (alpha / beta) = 4.4 / 5.2 eV